--- a ---
3 unconnected molecules or ions with the total composition C5H15N2S. Source: OMol25; level of theory: ωB97M-V/def2-TZVPD.

Summary:
orbital gap = 7.82 eV
net charge = +1
LUMO energy = -5.1795 eV

Cartesian coordinates (Å):
C: -1.191 0.944 -0.169
C: -1.595 -2.256 -2.232
C: 2.271 0.967 0.460
C: -0.172 -1.121 2.427
C: -1.387 -0.430 -0.622
N: -1.683 -0.873 -1.779
N: 1.289 2.041 0.179
S: -0.407 -2.149 1.010
H: -1.845 1.550 -0.756
H: -0.223 1.406 -0.161
H: -1.604 1.045 0.925
H: -0.664 -2.346 -2.959
H: -1.430 -2.794 -1.326
H: -2.572 -2.470 -2.697
H: 1.845 0.147 0.065
H: 3.330 1.049 0.050
H: 2.417 0.856 1.581
H: 0.592 -0.450 2.300
H: 0.073 -1.879 3.221
H: -1.127 -0.622 2.793
H: -1.915 -0.128 -2.469
H: 1.606 2.561 -0.674
H: 1.408 2.732 0.870

Atomic partial charges in e from the Mulliken method, atoms 1 to 4: -1.034 -0.586 -0.722 -0.584

--- b ---
A gas-phase ion, C5H15N2S (charge +1). Source: OMol25; level of theory: ωB97M-V/def2-TZVPD.

Summary:
orbital gap = 7.96 eV
net charge = +1
SMILES = [NH3+]CCNCCCS
LUMO energy = -3.7073 eV

Cartesian coordinates (Å):
C: -0.080 -0.842 -1.002
N: -0.044 0.353 -0.175
C: 1.122 0.422 0.708
C: 0.890 1.368 1.875
C: 0.251 0.672 3.073
S: -1.563 0.272 2.849
C: -0.926 -0.463 -2.254
N: -0.398 -1.268 -3.449
H: 0.919 -1.161 -1.321
H: -0.479 -1.706 -0.463
H: -0.874 0.374 0.424
H: 1.974 0.819 0.144
H: 1.417 -0.555 1.109
H: 1.889 1.647 2.252
H: 0.500 2.361 1.669
H: 0.592 -0.355 3.188
H: 0.317 1.200 4.017
H: -2.030 1.499 3.098
H: -0.791 0.570 -2.537
H: -1.919 -0.814 -2.003
H: 0.547 -0.982 -3.700
H: -0.393 -2.246 -3.183
H: -0.920 -1.165 -4.318

Atomic partial charges in e from the Mulliken method, atoms 1 to 4: -0.678 -0.244 -0.602 -0.589

Which one sits at the top of the stability order? b does.

--- a ---
C4H10ClN3 in the gas phase. Source: OMol25; level of theory: ωB97M-V/def2-TZVPD.

Summary:
orbital gap = 9.36 eV
net charge = 0
SMILES = C/N=C\N(N)CCCl
LUMO energy = 0.7654 eV

Cartesian coordinates (Å):
C: 0.337 3.186 0.781
C: -0.699 0.965 0.892
C: -0.033 -1.498 0.816
C: 0.278 -2.081 -0.597
H: 0.797 3.128 1.942
H: 1.219 2.547 0.006
H: 0.258 4.401 0.371
H: -1.545 0.344 0.586
H: 2.253 0.856 1.108
H: 1.630 0.425 -0.336
H: -1.041 -1.650 1.087
H: 0.756 -1.973 1.514
H: 1.338 -1.876 -0.937
H: 0.044 -3.195 -0.503
N: -0.887 2.293 0.724
N: 0.346 0.000 1.004
N: 1.604 0.175 0.611
Cl: -0.733 -1.395 -1.915

Atomic partial charges in e from the Mulliken method, atoms 1 to 4: -0.483 0.110 -0.683 -0.373

--- b ---
A molecular structure, C4H10ClN3. Source: OMol25; level of theory: ωB97M-V/def2-TZVPD.

Summary:
orbital gap = 8.86 eV
net charge = 0
LUMO energy = 0.2254 eV

Cartesian coordinates (Å):
C: -0.476 0.908 1.350
C: 0.525 -0.165 0.772
C: 1.056 0.700 -0.485
C: -0.329 -1.381 0.261
H: 0.033 1.776 2.051
H: -1.076 1.380 0.297
H: -1.667 0.367 1.853
H: 1.548 1.498 0.072
H: 1.955 0.301 -1.301
H: 0.291 2.350 -1.489
H: 0.335 0.596 -2.603
H: -1.912 -1.860 -0.788
H: -1.424 -0.378 -1.152
H: 0.642 -2.811 0.960
N: 0.189 1.235 -1.442
N: -1.354 -1.122 -0.475
N: -0.105 -2.716 0.349
Cl: 1.769 -0.676 1.771

Atomic partial charges in e from the Mulliken method, atoms 1 to 4: -1.042 1.080 -0.885 -0.012

--- c ---
C4H10ClN3 in the gas phase. Source: OMol25; level of theory: ωB97M-V/def2-TZVPD.

Summary:
orbital gap = 9.37 eV
net charge = 0
SMILES = C=C(NN)[C@@](C)(N)Cl
LUMO energy = 0.9115 eV

Cartesian coordinates (Å):
C: 1.235 -1.047 -0.649
C: 0.513 -0.103 -0.072
C: -1.772 -1.171 -0.713
C: -0.972 -0.191 0.129
N: -1.206 -0.173 1.565
N: 2.451 1.431 0.063
N: 1.121 1.110 0.503
Cl: -1.735 1.466 -0.484
H: 2.309 -0.768 -0.808
H: 0.744 -1.974 -0.846
H: -2.679 -1.356 -0.281
H: -1.736 -0.903 -1.719
H: -1.412 -2.255 -0.675
H: -0.422 0.381 1.934
H: -2.074 0.058 1.970
H: 2.868 2.244 0.480
H: 2.374 1.467 -0.899
H: 0.393 1.784 0.500

Atomic partial charges in e from the Mulliken method, atoms 1 to 4: -0.984 0.295 -1.617 0.985

Which one sits at the top of the stability order? c does.

--- a ---
C16H20N2O3 in the gas phase. Source: OMol25; level of theory: ωB97M-V/def2-TZVPD.

Summary:
orbital gap = 8.38 eV
net charge = 0
SMILES = CCCCNC(=O)CO/N=C(\C)c1cc2ccccc2o1
LUMO energy = 0.4657 eV

Cartesian coordinates (Å):
C: -4.459 -1.302 -1.040
C: -4.310 -0.397 0.136
C: -3.120 0.383 0.010
C: -2.736 1.250 1.249
N: -1.441 2.147 1.004
C: -1.442 3.359 1.044
O: -2.372 4.057 1.232
C: -0.163 3.908 0.648
H: 0.412 3.867 1.621
H: -0.273 5.029 0.427
O: 0.517 3.121 -0.224
N: 1.014 1.895 0.012
C: 1.817 1.551 -0.850
C: 2.060 0.010 -0.293
C: 1.857 -0.652 0.663
C: 2.593 -1.933 0.752
C: 2.706 -2.922 1.450
C: 3.438 -4.095 0.975
C: 3.835 -4.041 -0.393
C: 3.894 -2.950 -1.012
C: 3.170 -1.870 -0.717
O: 2.953 -0.797 -1.052
H: 4.305 -2.914 -2.029
H: 4.599 -4.947 -0.533
H: 3.339 -5.149 1.250
H: 2.063 -3.099 2.369
H: 1.380 -0.179 1.611
C: 2.043 1.802 -2.078
H: 3.345 1.721 -2.073
H: 1.948 3.008 -2.088
H: 1.588 1.266 -2.890
H: -0.609 1.524 0.864
H: -3.592 1.868 1.453
H: -2.527 0.620 2.116
H: -2.004 -0.269 -0.149
H: -3.181 0.889 -0.789
H: -4.157 -1.153 0.824
H: -5.041 0.132 0.560
H: -3.603 -2.051 -1.284
H: -4.523 -0.863 -1.904
H: -5.325 -1.823 -0.870

Atomic partial charges in e from the Mulliken method, atoms 1 to 4: -1.637 -0.658 -0.288 -1.073

--- b ---
C16H20N2O3 in the gas phase. Source: OMol25; level of theory: ωB97M-V/def2-TZVPD.

Summary:
orbital gap = 7.98 eV
net charge = 0
SMILES = CCCCOC(=O)[C@H]1CN(c2ccccc2)N=C1C(C)=O
LUMO energy = 0.0742 eV

Cartesian coordinates (Å):
C: 1.588 5.796 0.068
C: 0.694 4.815 -0.681
C: 1.484 3.786 -1.491
C: 2.202 2.760 -0.617
H: 2.764 2.063 -1.247
H: 2.875 3.236 0.096
O: 1.282 2.017 0.183
C: 0.720 0.953 -0.360
O: 0.859 0.588 -1.500
C: -0.134 0.209 0.657
C: 0.642 -1.011 1.154
N: 0.028 -2.113 0.887
N: -1.107 -1.893 0.265
C: -1.941 -2.919 -0.128
C: -3.125 -2.659 -0.818
C: -3.946 -3.707 -1.193
C: -3.606 -5.014 -0.891
C: -2.427 -5.273 -0.207
C: -1.598 -4.239 0.174
H: -0.679 -4.427 0.705
H: -2.154 -6.290 0.030
H: -4.252 -5.825 -1.187
H: -4.861 -3.496 -1.728
H: -3.405 -1.648 -1.067
C: -1.348 -0.468 0.013
H: -2.297 -0.160 0.458
H: -1.362 -0.285 -1.067
C: 1.931 -0.952 1.824
O: 2.484 0.102 2.069
C: 2.521 -2.295 2.178
H: 3.453 -2.154 2.718
H: 1.816 -2.859 2.783
H: 2.704 -2.858 1.266
H: -0.367 0.885 1.482
H: 2.231 4.291 -2.105
H: 0.806 3.248 -2.158
H: 0.049 5.372 -1.364
H: 0.053 4.291 0.031
H: 0.982 6.545 0.573
H: 2.186 5.285 0.818
H: 2.257 6.305 -0.622

Atomic partial charges in e from the Mulliken method, atoms 1 to 4: -1.214 -0.248 -0.670 -0.618

Which one sits at the top of the stability order? b does.

--- a ---
3 unconnected molecules or ions with the total composition C2H6OS. Source: OMol25; level of theory: ωB97M-V/def2-TZVPD.

Summary:
orbital gap = 10.77 eV
net charge = 0
LUMO energy = 0.6434 eV

Cartesian coordinates (Å):
C: -0.904 0.770 0.864
C: 0.062 -0.341 0.387
O: -0.261 -1.404 0.104
S: 1.698 0.290 0.145
H: -0.555 1.705 0.483
H: -1.260 1.013 1.851
H: -1.806 0.513 0.289
H: 0.174 -0.695 -2.404
H: 0.328 -0.992 -1.463
H: 2.525 -0.860 -0.256

Atomic partial charges in e from the Mulliken method, atoms 1 to 4: -1.013 0.521 -0.385 -0.218

--- b ---
2 unconnected molecules or ions with the total composition C2H6OS. Source: OMol25; level of theory: ωB97M-V/def2-TZVPD.

Summary:
orbital gap = 10.43 eV
net charge = 0
SMILES = CC=O.S
LUMO energy = 0.9147 eV

Cartesian coordinates (Å):
S: -1.282 2.832 1.376
H: -1.508 2.026 2.347
H: 0.146 2.797 1.482
O: 0.357 -0.369 0.861
C: -0.158 -0.662 -0.225
C: 0.660 -1.460 -1.165
H: -1.173 -0.338 -0.511
H: 1.147 -0.582 -1.738
H: 1.448 -1.945 -0.551
H: 0.363 -2.299 -1.876

Atomic partial charges in e from the Mulliken method, atoms 1 to 4: -0.345 0.150 0.171 -0.466

Which one sits at the top of the stability order? b does.

--- a ---
A gas-phase ion, C11H18N (charge +1). Source: OMol25; level of theory: ωB97M-V/def2-TZVPD.

Summary:
orbital gap = 9.66 eV
net charge = +1
SMILES = C[N+]1=C2[C@@H]1[C@@H]1CC[C@@H](C1)C2(C)C
LUMO energy = -4.7098 eV

Cartesian coordinates (Å):
C: -0.068 1.393 0.779
C: -2.419 0.932 0.285
C: -1.996 -0.474 0.555
C: -0.853 0.519 -1.343
C: -1.232 1.648 -0.308
C: -0.854 -0.795 -0.468
C: 0.900 0.080 0.764
C: 0.552 -1.186 0.186
C: 0.392 -2.342 1.024
C: 1.682 -1.517 -0.815
C: 2.467 1.990 -0.027
N: 1.319 1.292 0.530
H: -0.401 1.576 1.809
H: -3.319 0.910 -0.459
H: -2.803 1.695 1.135
H: -1.662 -0.634 1.623
H: -2.834 -1.084 0.482
H: -1.757 0.409 -2.045
H: -0.050 0.794 -2.094
H: -1.165 2.664 -0.592
H: -1.085 -1.586 -1.076
H: 0.374 -3.234 0.297
H: -0.521 -2.396 1.674
H: 1.212 -2.471 1.829
H: 1.895 -0.746 -1.629
H: 1.501 -2.505 -1.398
H: 2.652 -1.641 -0.304
H: 3.426 1.656 0.429
H: 2.218 3.073 0.278
H: 2.426 1.980 -1.121

Atomic partial charges in e from the Mulliken method, atoms 1 to 4: -0.486 -0.758 -1.275 -0.988

--- b ---
A gas-phase ion, C11H18N (charge +1). Source: OMol25; level of theory: ωB97M-V/def2-TZVPD.

Summary:
orbital gap (alpha / beta) = 7.70 / 7.69 eV
net charge = +1
LUMO energy (alpha / beta) = -4.0040 / -4.0066 eV

Cartesian coordinates (Å):
C: 1.143 -2.234 -0.351
C: 2.359 -1.575 -0.170
C: -0.216 -1.687 -0.378
C: 2.593 -0.221 0.111
C: 1.791 0.776 0.351
C: -0.606 -0.410 -0.031
C: 4.121 0.238 0.193
C: 1.520 2.157 0.468
C: -2.834 -1.178 0.539
C: -2.542 0.347 -1.425
C: -2.302 1.123 0.824
N: -2.054 -0.007 -0.058
H: 1.262 -3.201 -0.944
H: 3.230 -2.185 -0.397
H: -1.074 -2.361 -0.783
H: 4.165 1.377 0.423
H: 4.667 -0.257 0.938
H: 4.479 -0.144 -0.801
H: 0.639 2.464 1.217
H: 2.444 2.578 1.025
H: 1.314 2.689 -0.540
H: -3.864 -0.917 0.424
H: -2.719 -2.056 -0.080
H: -2.395 -1.278 1.543
H: -2.987 -0.475 -1.996
H: -3.424 0.954 -1.036
H: -1.874 1.057 -1.916
H: -1.847 1.048 1.866
H: -1.705 1.883 0.271
H: -3.282 1.497 0.714

Atomic partial charges in e from the Mulliken method, atoms 1 to 4: -0.861 -0.433 -0.018 1.590

Which one sits at the top of the stability order? a does.

--- a ---
A gas-phase ion, C2H3N4 (charge +1). Source: OMol25; level of theory: ωB97M-V/def2-TZVPD.

Summary:
orbital gap = 7.98 eV
net charge = +1
LUMO energy = -8.6581 eV

Cartesian coordinates (Å):
C: 0.294 2.253 0.067
C: -0.771 -1.021 0.557
N: 1.631 0.811 -1.257
N: 1.071 -0.179 -0.785
N: 1.045 1.822 -0.710
N: 0.381 -0.474 0.125
H: -1.427 -0.100 0.962
H: -1.439 -1.308 -0.341
H: -0.785 -1.804 1.381

Atomic partial charges in e from the Mulliken method, atoms 1 to 4: 0.036 -0.524 -0.441 0.520

--- b ---
A gas-phase ion, C2H3N4 (charge +1). Source: OMol25; level of theory: ωB97M-V/def2-TZVPD.

Summary:
orbital gap = 11.19 eV
net charge = +1
SMILES = C1=C[N@@H+]2N=NN12
LUMO energy = -6.0097 eV

Cartesian coordinates (Å):
C: 0.812 0.806 0.047
C: 0.214 0.242 -0.956
N: -0.802 0.088 1.589
N: 0.417 -0.222 0.968
N: -1.550 -0.515 0.795
N: -0.390 -0.793 -0.179
H: 1.343 1.643 0.282
H: 0.324 0.491 -1.916
H: -0.368 -1.741 -0.630

Atomic partial charges in e from the Mulliken method, atoms 1 to 4: -0.259 -0.224 0.018 0.100

Which one sits at the top of the stability order? b does.